Record 1
This record from OMol25 describes 2 unconnected molecules or ions with the total composition C5H14O at a distorted geometry. The level of theory is the ωB97M-V functional and the def2-TZVPD basis.

The geometry in XYZ format:
```
20
Properties=species:S:1:pos:R:3:forces:R:3:nbo_charge:R:1
C -2.7114 0.6496 -0.4012 0.8 -0.3 0.3 -0.62
C -1.3691 -0.0090 -0.0644 -2.0 -1.4 -0.2 0.09
C -1.4424 -0.7379 1.2734 0.7 1.0 0.4 -0.62
O -1.2076 -1.0940 -1.0000 0.6 0.1 -0.6 -0.75
H -3.5547 -0.0256 -0.2799 0.1 -0.4 -0.7 0.21
H -2.5986 1.1385 -1.3641 -0.6 -0.1 -0.1 0.21
H -2.9090 1.3546 0.3665 -0.1 1.3 0.6 0.20
H -0.6181 0.7711 -0.1396 0.5 -0.2 0.1 0.17
H -2.0781 -1.6164 1.2295 0.0 -0.1 -0.3 0.22
H -0.4255 -1.0287 1.5409 -0.1 -0.2 0.2 0.21
H -1.8428 -0.0922 2.0592 0.1 0.1 0.0 0.20
H -0.4289 -1.0201 -1.5673 -0.2 0.3 0.3 0.48
C 2.3173 -0.1723 -0.7202 -0.7 -0.7 -0.7 -0.61
C 2.9866 0.6685 0.3474 0.3 -0.3 -0.6 -0.61
H 2.8980 -1.0550 -0.9613 0.3 -0.2 0.0 0.20
H 1.3407 -0.5551 -0.4117 0.1 0.0 0.4 0.19
H 2.0918 0.2873 -1.6872 0.3 0.5 0.2 0.20
H 3.4279 -0.0112 1.0750 -0.5 0.2 0.5 0.21
H 3.8641 1.1807 -0.0455 -0.2 0.4 -0.2 0.21
H 2.2598 1.3672 0.7505 0.3 0.1 0.4 0.21
```
Forces are in eV/Å.

DFT total energy   -274.1128 a.u.
HOMO energy   -10.02 eV
SMILES   CC(C)O.CC
Total charge   0

---

Record 2
This record from OMol25 describes 8 unconnected molecules or ions with the total composition C36H92N4O12 at a distorted geometry. The level of theory is the ωB97M-V functional and the def2-TZVPD basis.

The geometry in XYZ format:
```
144
Properties=species:S:1:pos:R:3:forces:R:3:lowdin_charge:R:1
C 1.4797 -1.2005 5.1911 -0.1 -1.3 0.1 -0.08
O 2.0034 -1.7157 6.4437 0.0 0.3 -1.5 -0.17
C 2.2724 -0.7065 7.3727 -1.2 0.7 1.5 -0.24
C 2.4815 -1.3459 8.7690 -0.6 0.0 -1.5 -0.20
N 3.6969 -2.0670 8.9093 1.6 0.1 1.4 -0.05
C 4.8617 -1.1655 8.9678 -0.1 0.4 -0.2 -0.21
C 6.0546 -1.9724 9.3861 0.2 -0.2 -1.1 -0.18
O 6.4659 -2.5975 8.1449 -2.5 -0.2 0.7 -0.19
C 7.7587 -2.9741 8.0107 2.1 0.8 0.0 -0.15
H 1.9926 -0.3546 4.7335 0.3 0.2 0.6 0.08
H 0.4103 -0.9931 5.2319 -0.1 0.4 0.5 0.08
H 1.5480 -2.0162 4.4714 0.3 -0.2 0.1 0.08
H 1.3812 -0.0907 7.4938 -0.2 0.3 -0.2 0.10
H 3.0427 -0.0136 7.0344 0.5 -0.2 0.0 0.10
H 1.6059 -1.9833 8.8921 0.0 -0.4 0.0 0.10
H 2.4306 -0.6548 9.6104 0.0 0.5 -0.3 0.12
H 3.9812 -2.6867 8.1640 -0.9 -0.3 -0.4 0.12
H 4.7847 -0.2586 9.5675 -0.7 -0.3 0.7 0.12
H 5.0102 -0.7446 7.9734 0.5 0.0 -0.2 0.11
H 5.7061 -2.6657 10.1516 0.2 -0.5 -0.1 0.11
H 6.8601 -1.3941 9.8387 0.3 0.3 -0.3 0.12
H 8.3202 -2.1061 8.3562 0.9 -0.2 0.3 0.08
H 8.0426 -3.0536 6.9614 -0.4 -0.3 -0.2 0.09
H 8.0818 -3.8754 8.5317 -0.2 -0.2 0.2 0.09
C 3.7264 -7.6606 2.6735 2.3 -1.2 0.4 -0.16
O 2.4824 -7.3217 2.2480 0.2 1.2 -1.4 -0.17
C 1.4957 -7.5252 3.1968 -1.7 0.0 -1.1 -0.23
C 1.3033 -6.3521 4.1443 -0.4 -0.8 1.1 -0.18
N -0.0703 -6.2857 4.6893 0.3 -0.6 0.1 -0.06
C -0.2486 -5.1360 5.5339 0.8 1.7 -0.5 -0.22
C 0.5289 -5.1970 6.8606 -1.7 -1.8 0.5 -0.13
O 0.1953 -6.5555 7.3534 0.7 1.8 -1.1 -0.21
C 0.7853 -6.9248 8.5374 0.6 -1.1 1.3 -0.15
H 4.5476 -7.4618 1.9848 -0.5 0.9 -0.5 0.09
H 3.8644 -8.7405 2.7259 -0.4 -0.6 0.5 0.08
H 4.0360 -7.2475 3.6336 -0.2 0.2 0.2 0.09
H 1.6304 -8.5456 3.5557 -0.1 0.1 1.0 0.13
H 0.5882 -7.5531 2.5937 -0.3 -0.1 0.1 0.12
H 1.4342 -5.4154 3.6024 0.4 -0.1 -0.1 0.13
H 2.0150 -6.4719 4.9612 0.4 0.5 0.1 0.11
H -0.2025 -6.9586 5.4308 0.2 -1.4 -0.6 0.09
H -1.3254 -4.9879 5.6156 0.1 0.2 0.6 0.12
H 0.2044 -4.3097 4.9860 -0.4 0.6 0.0 0.10
H 0.1433 -4.5266 7.6287 0.1 0.4 -0.2 0.11
H 1.5959 -5.0332 6.7093 0.1 -0.3 0.2 0.12
H 0.5906 -7.9943 8.6167 0.0 -0.1 0.3 0.09
H 0.4365 -6.4409 9.4496 -0.8 0.3 -0.1 0.08
H 1.8640 -6.8153 8.6497 0.4 0.2 -0.8 0.08
C 4.2513 3.8874 6.9720 -0.7 0.4 0.5 -0.11
O 2.8696 3.7993 6.6189 0.5 -0.1 -1.7 -0.19
C 2.7369 2.8941 5.5074 -2.5 0.1 -0.2 -0.21
C 1.2249 2.7582 5.0524 0.5 -1.6 1.4 -0.14
N 0.4459 1.9553 6.0900 1.4 1.0 -0.5 -0.07
C -0.9374 1.7976 5.7827 -1.3 0.6 -0.3 -0.25
C -1.7215 1.1692 6.9262 -0.3 -0.7 -0.4 -0.20
O -3.1501 1.3354 6.7561 0.6 -0.3 0.3 -0.16
C -3.8967 0.6414 7.7464 0.1 0.3 1.1 -0.13
H 4.9382 4.2460 6.2054 -0.2 -0.6 -0.8 0.08
H 4.4803 2.8931 7.3554 0.9 0.2 0.2 0.08
H 4.3610 4.7136 7.6745 -0.3 -0.5 0.7 0.09
H 3.0621 1.8926 5.7889 0.1 -0.1 0.2 0.09
H 3.2727 3.1450 4.5919 0.5 0.7 0.2 0.12
H 1.2182 2.1508 4.1474 0.3 -0.5 0.0 0.10
H 0.7476 3.6554 4.6581 0.0 0.6 0.8 0.11
H 0.4770 2.3995 6.9966 0.5 0.4 0.1 0.10
H -1.0019 1.2383 4.8494 -0.4 -0.1 0.0 0.12
H -1.4316 2.7619 5.6643 -0.2 0.4 -0.6 0.12
H -1.4130 1.6319 7.8637 0.0 0.1 0.2 0.12
H -1.4689 0.1095 6.9620 -0.1 -0.2 0.3 0.11
H -3.3546 0.4631 8.6750 0.8 -0.2 -0.1 0.07
H -4.3067 -0.3316 7.4758 0.2 0.1 -0.7 0.07
H -4.6861 1.2500 8.1876 -0.4 0.4 -0.9 0.09
C -2.9526 0.1616 18.7926 -1.3 -2.5 1.4 -0.08
O -3.4783 -0.2762 17.5356 -0.8 3.0 0.1 -0.19
C -2.7968 -1.1848 16.7822 2.2 -0.9 -1.2 -0.25
C -3.0634 -1.0037 15.2557 1.2 -0.4 1.1 -0.22
N -4.4559 -0.9439 15.0269 -1.4 0.0 -0.4 -0.05
C -5.1362 -2.2435 14.8074 0.3 0.6 0.6 -0.18
C -6.6191 -2.0156 14.7883 0.2 0.7 -1.2 -0.28
O -6.9545 -1.6275 16.0762 -2.2 0.3 0.8 -0.17
C -8.3685 -1.7545 16.3468 0.5 -0.7 1.3 -0.09
H -3.2144 -0.7225 19.3739 0.6 -0.2 0.9 0.08
H -3.5573 0.8964 19.3240 -0.2 0.5 -1.1 0.09
H -1.9064 0.3550 19.0298 0.3 0.1 -1.3 0.09
H -3.0222 -2.2084 17.0813 -0.1 -0.3 0.2 0.11
H -1.7263 -1.0153 16.8980 0.4 -0.3 0.2 0.12
H -2.6062 -1.8197 14.6962 0.3 0.0 0.0 0.09
H -2.5786 -0.0680 14.9773 0.0 0.1 -0.2 0.11
H -4.7050 -0.5902 15.9396 -1.6 0.4 -0.2 0.08
H -4.9847 -2.8805 15.6788 0.4 -0.7 -0.2 0.12
H -4.7942 -2.6778 13.8680 0.2 -0.2 0.1 0.11
H -7.2482 -2.8267 14.4217 0.3 -0.6 0.2 0.12
H -6.7829 -1.2176 14.0640 -0.3 0.5 -0.1 0.12
H -9.0823 -0.9905 16.0389 0.6 0.4 -0.8 0.08
H -8.4929 -1.7829 17.4293 0.4 0.2 0.2 0.08
H -8.7343 -2.7372 16.0493 0.0 -0.1 -0.5 0.08
C -0.7830 -6.0267 17.2967 -0.3 0.4 -1.0 -0.06
C -2.0415 -5.4959 16.5564 1.5 0.7 1.5 -0.52
C -1.6496 -4.8369 15.2460 0.0 -0.1 0.1 -0.04
O -2.9152 -6.5555 16.3247 -0.3 -0.5 0.1 -0.04
H -0.0123 -5.2576 17.3489 -0.1 0.2 0.4 0.08
H -0.3604 -6.7596 16.6094 0.2 -0.6 0.4 0.08
H -1.0544 -6.4073 18.2813 0.3 -0.2 -0.2 0.08
H -2.4556 -4.8435 17.3251 -0.7 0.4 -0.6 0.13
H -1.8710 -5.5318 14.4360 -0.2 0.1 -0.1 0.09
H -0.5653 -4.7281 15.2244 0.0 0.7 -0.1 0.07
H -2.2119 -3.9173 15.0840 0.3 0.0 -0.2 0.05
H -2.2705 -7.1791 15.9826 -0.6 -0.9 -0.3 0.08
C -1.4277 -2.0530 9.2940 0.5 -0.1 1.5 -0.03
C -1.4120 -3.0276 10.5238 0.7 3.1 0.0 -0.54
C -2.1389 -2.4987 11.7820 1.3 -0.2 -0.4 -0.03
O -1.9849 -4.1609 10.1257 -1.0 -3.1 -0.7 -0.03
H -2.4385 -1.6537 9.2104 0.0 0.0 -0.3 0.06
H -1.1238 -2.6028 8.4033 -0.1 0.1 0.0 0.07
H -0.7258 -1.2401 9.4800 -0.1 0.3 -0.2 0.07
H -0.3943 -3.2558 10.8406 0.2 0.2 -0.2 0.11
H -3.2154 -2.3665 11.6736 0.1 0.0 -0.2 0.06
H -1.6534 -1.5788 12.1080 -0.2 0.1 0.2 0.08
H -1.8987 -3.2939 12.4877 -0.5 0.2 0.5 0.07
H -2.8621 -3.8733 9.8620 -0.8 -0.7 -0.3 0.04
C -6.3010 -2.1561 8.9136 0.6 2.4 -0.3 -0.06
C -5.7223 -3.0201 10.0449 -1.3 0.5 -3.0 -0.42
C -6.7319 -4.0779 10.3226 -0.2 -2.0 1.0 -0.07
O -4.5688 -3.5676 9.3594 0.7 0.0 1.7 -0.07
H -5.5992 -1.3844 8.5972 1.0 -0.4 0.1 0.04
H -7.0632 -1.3925 9.0685 -1.1 -1.0 0.6 0.09
H -6.4434 -2.7062 7.9834 -0.5 -0.3 0.3 0.09
H -5.5073 -2.4218 10.9303 0.8 -0.2 -0.2 0.14
H -7.6262 -3.7775 10.8684 0.0 0.5 -0.3 0.09
H -6.3335 -4.8960 10.9226 0.4 0.1 0.3 0.08
H -7.0244 -4.6199 9.4232 -0.2 0.4 -0.3 0.08
H -4.8370 -4.0047 8.5479 -0.3 0.0 0.0 0.10
C 4.0709 -5.4167 12.8886 0.8 -0.8 0.5 -0.07
C 3.2047 -5.3562 11.6683 -1.2 0.0 0.5 -0.51
C 1.9701 -4.4344 11.9639 1.0 -1.3 -0.6 -0.03
O 3.9642 -4.8862 10.5942 0.2 0.2 -0.6 -0.05
H 3.5382 -5.8030 13.7575 -0.3 0.7 0.2 0.08
H 4.5562 -4.4477 13.0053 -0.3 0.1 0.5 0.09
H 4.8926 -6.1319 12.8519 0.2 -0.1 -0.7 0.08
H 2.8261 -6.3365 11.3791 0.0 -0.3 0.2 0.13
H 1.5984 -4.6753 12.9599 0.1 0.5 0.1 0.07
H 1.1654 -4.6655 11.2660 0.1 0.3 -0.2 0.05
H 2.3575 -3.4257 11.8204 -0.5 0.3 0.4 0.08
H 3.6312 -4.0167 10.3608 0.1 0.4 -0.5 0.04
```
Forces are in eV/Å.

DFT total energy   -2548.3383 a.u.
HOMO energy   -8.52 eV
SMILES   COCCNCCOC.COCCNCCOC.COCCNCCOC.COCCNCCOC.CC(C)O.CC(C)O.CC(C)O.CC(C)O
Total charge   0

---

Record 3
This record from OMol25 describes a molecular structure, C5H12N2O2 at a distorted geometry. The level of theory is the ωB97M-V functional and the def2-TZVPD basis.

The geometry in XYZ format:
```
21
Properties=species:S:1:pos:R:3:forces:R:3:nbo_charge:R:1
C -0.3173 -0.5921 1.3172 -0.5 -1.0 -0.5 0.05
C 1.5619 1.4810 0.7525 0.0 -0.2 -0.3 -0.42
C -1.7245 -1.7900 -0.1995 0.0 0.1 0.1 -0.43
C -0.5163 1.4653 -0.5300 0.2 -0.3 0.0 -0.42
N 0.4921 0.6559 0.1728 0.2 -0.2 -0.1 -0.42
N -0.4413 -1.5919 0.4480 -0.1 0.3 0.6 -0.62
C 1.0351 -0.5710 -0.6014 0.7 1.1 -0.3 0.95
O 0.5174 -0.5787 -1.8703 0.0 -0.1 0.6 -0.72
O 2.1307 -0.9965 -0.3245 -0.7 0.0 0.0 -0.64
H 1.0216 -1.2489 -2.3530 0.0 0.0 0.1 0.50
H 0.5022 -0.6600 2.0296 0.2 0.2 -0.1 0.18
H -1.1938 -0.0581 1.7075 0.0 0.0 -0.1 0.16
H 2.0564 2.0860 -0.0113 0.0 0.0 0.0 0.20
H 2.2969 0.8245 1.2114 0.0 0.0 0.0 0.24
H 1.1211 2.1422 1.4998 0.0 -0.1 0.0 0.20
H -2.5085 -1.1147 0.1772 0.0 0.0 0.0 0.16
H -1.6456 -1.6371 -1.2807 0.0 0.0 0.0 0.19
H -0.9381 2.1830 0.1739 0.0 0.0 0.0 0.20
H -0.0739 1.9980 -1.3726 0.0 0.0 0.0 0.20
H -1.3013 0.8183 -0.9084 -0.1 0.0 0.0 0.23
H -2.0747 -2.8150 -0.0383 0.0 0.1 0.0 0.19
```
Forces are in eV/Å.

DFT total energy   -457.6154 a.u.
HOMO energy   -8.01 eV
Total charge   0

---

Record 4
This record from OMol25 describes 2 unconnected molecules or ions with the total composition C3H7ClNO at a distorted geometry. The level of theory is the ωB97M-V functional and the def2-TZVPD basis.

The geometry in XYZ format:
```
13
Properties=species:S:1:pos:R:3:forces:R:3:nbo_charge:R:1
Cl -23.7071 24.0377 21.3396 0.0 0.0 0.0 -1.00
C -20.0763 20.3575 14.1501 -0.1 0.5 0.8 -0.71
C -20.5232 20.6768 15.5898 -2.1 -3.1 -0.8 0.66
O -21.3772 19.9462 16.1073 0.4 0.3 -0.6 -0.64
N -20.0370 21.6662 16.2785 1.8 3.2 0.7 -0.59
C -18.9972 22.5985 15.8390 0.2 -0.6 0.6 -0.42
H -19.1662 19.7579 14.1642 0.0 0.0 0.0 0.22
H -19.8985 21.2712 13.5830 0.0 -0.1 -0.2 0.21
H -20.8862 19.7664 13.7226 0.2 0.1 0.0 0.25
H -20.5118 21.9205 17.1329 -0.1 -0.4 0.0 0.42
H -19.3610 23.5851 15.5521 -0.2 -0.2 -0.4 0.20
H -18.4042 22.0894 15.0793 -0.1 0.5 -0.2 0.20
H -18.3203 22.7869 16.6723 0.0 -0.1 0.1 0.20
```
Forces are in eV/Å.

DFT total energy   -708.7673 a.u.
HOMO energy   -3.36 eV
Total charge   -1

---

Record 5
This record from OMol25 describes a molecular structure, C4H6IN3O2 at a distorted geometry. The level of theory is the ωB97M-V functional and the def2-TZVPD basis.

The geometry in XYZ format:
```
16
Properties=species:S:1:pos:R:3:forces:R:3:nbo_charge:R:1
C -0.8698 0.0276 0.3135 1.0 -0.9 2.2 0.78
C 1.6355 -1.4975 -0.9712 1.3 0.2 -0.3 -0.20
C 0.4715 -0.4641 0.9404 0.6 3.1 -4.0 0.00
C -2.1886 1.8747 0.1820 -0.1 3.0 -3.4 -0.28
N 1.2489 -2.3908 0.0809 -1.9 0.0 2.2 -0.04
N 0.6567 -1.8102 1.0093 0.6 -1.8 0.4 -0.15
N 1.5047 -0.1092 -0.6255 -1.9 -0.1 1.9 -0.63
O -1.6252 -0.6288 -0.3241 -0.1 -0.2 -0.8 -0.56
O -1.0837 1.2672 0.7661 0.3 -0.4 1.1 -0.50
I 3.2501 0.8675 -0.0738 -0.3 -0.4 -0.1 0.27
H 2.6616 -1.8210 -1.0825 0.5 0.2 -0.8 0.22
H 1.0209 -1.8557 -1.8164 0.2 0.6 0.0 0.24
H 0.7645 0.2869 1.6958 0.3 -1.1 0.0 0.26
H -2.0365 1.5580 -0.9288 -1.0 1.5 1.5 0.20
H -2.2062 3.0345 0.3972 0.9 -2.2 -0.7 0.20
H -3.2045 1.6608 0.4371 -0.3 -1.4 0.8 0.20
```
Forces are in eV/Å.

DFT total energy   -768.3158 a.u.
HOMO energy   -9.21 eV
Total charge   0